Below is a structure of composition C8H11ClNOP in a non-equilibrium geometry, with properties calculated with wB97M-V/def2-TZVPD.

The geometry in XYZ format:
```
23
C8H11ClNOP (wB97M-V/def2-TZVPD)
C -2.6351 1.0131 0.7635
C -2.8975 0.6182 -0.5840
C -1.5284 0.6227 1.4315
C -2.1644 -0.3759 -1.1117
C -0.5961 -0.3245 0.7617
C -1.2432 -1.1280 -0.3662
C 2.7322 -0.2499 1.0441
C 2.1111 -0.3894 -1.2919
N 2.1107 0.3830 -0.0605
O -1.1647 -2.3482 -0.5657
P 0.8113 1.2038 0.5760
Cl 0.0325 2.0054 -1.0960
H -3.2949 1.9160 1.2086
H -3.7356 1.2113 -1.1539
H -1.1338 1.0579 2.4449
H -2.3969 -0.6856 -2.1777
H -0.2469 -1.1283 1.4904
H 2.8564 0.4094 1.8866
H 2.1680 -1.1113 1.3636
H 3.6793 -0.6418 0.5656
H 1.4915 0.0093 -2.1943
H 3.0539 -0.6052 -1.8559
H 1.9905 -1.4620 -1.0786
```

## Properties
* HOMO energy: -8.319 eV
* energy: -33820.8183 eV
* ΔE to the lowest compared entry with this formula, charge and spin: 71.0 kcal per mole
* HOMO-LUMO gap: 8.2683 eV

Löwdin population analysis, charges in e, atoms 1 to 6: atom 1 (C): -0.16, atom 2 (C): -0.12, atom 3 (C): -0.24, atom 4 (C): -0.10, atom 5 (C): -0.31, atom 6 (C): -0.45

=====

Below is a cluster of 8 separate species, C49H65Br2Cl14O5PS in total in a non-equilibrium geometry, with properties calculated with wB97M-V/def2-TZVPD.

The geometry in XYZ format:
```
137
C49H65Br2Cl14O5PS (wB97M-V/def2-TZVPD)
C 2.8916 -4.6164 1.7124
C 2.6045 -3.7110 0.9348
C 2.4055 -2.8603 -0.3463
C 3.5847 -2.3363 -1.1597
C 5.0175 -2.7521 -0.5895
C 5.4611 -1.8535 0.6629
C 5.9844 -2.8404 1.8102
C 3.4028 -1.4905 -2.4041
C 4.6421 -0.9285 -3.1878
C 5.6687 -0.0906 -2.2653
C 6.5617 0.8691 -3.1634
O 5.0462 0.5314 -1.1339
C 4.1388 1.5850 -1.5057
C 4.4554 2.9363 -0.7166
C 4.8407 4.1621 -1.4779
C 5.1462 5.4321 -0.6652
C 5.0954 5.5039 0.8400
C 4.6804 4.2164 1.5446
C 4.3471 2.9450 0.7855
C 1.9948 -1.1803 -2.8977
P 1.5745 -0.2006 -4.4393
C 2.6000 -0.7081 -5.9322
C 1.5818 1.6584 -4.1512
C 0.8187 -1.7037 -2.0765
C 1.0221 -2.5327 -0.8119
C -0.2799 -2.9844 -0.0155
O -0.4070 -4.0891 0.4771
C -1.4073 -1.8629 0.0503
C -2.2283 -1.5690 1.2555
C -3.2462 -0.4439 1.2220
S -4.1699 -0.2142 2.8079
C -4.3549 1.5460 3.3030
O -5.4687 -0.9535 2.8177
O -3.3441 -0.8537 3.8798
C -3.4673 0.4266 -0.0131
C -4.4975 1.6170 -0.0047
Br -4.4349 2.7190 -1.6826
C -6.0138 1.1758 0.1831
C -6.8565 2.5349 0.4337
Br -6.6869 0.2250 -1.4209
C -2.6296 0.0654 -1.2260
C -1.6174 -1.0481 -1.2074
C -0.7002 -1.4053 -2.4607
O -1.1526 -1.4748 -3.5880
H 3.1665 -5.3540 2.5142
H 4.9405 -3.8209 -0.1945
H 5.8011 -2.8015 -1.4119
H 6.2909 -1.1227 0.4271
H 4.5749 -1.2475 1.0370
H 5.1307 -3.1327 2.5095
H 6.3949 -3.8104 1.3797
H 6.7875 -2.3873 2.4672
H 4.2550 -0.1757 -3.9530
H 5.2393 -1.7229 -3.7419
H 6.3812 -0.8739 -1.8381
H 7.6272 0.9312 -2.7955
H 6.1756 1.9255 -3.2638
H 6.5478 0.4294 -4.2194
H 4.0228 1.7492 -2.6165
H 3.1071 1.2658 -1.1209
H 4.9012 4.2005 -2.6007
H 5.4632 6.3957 -1.2088
H 5.3471 6.4358 1.4145
H 4.6337 4.2619 2.6756
H 4.0305 2.0598 1.4070
H 2.9882 -1.7685 -5.8091
H 2.0398 -0.5456 -6.8991
H 3.5376 -0.0491 -5.9658
H 2.5319 2.1873 -4.4830
H 1.2729 1.9356 -3.0889
H 0.7526 2.0837 -4.8131
H -2.0724 -2.1689 2.2032
H -3.5212 2.1928 2.8694
H -5.3476 1.9183 2.9079
H -4.2556 1.6038 4.4262
H -4.1539 2.3401 0.8065
H -6.2046 0.5008 1.0665
H -7.3116 2.9220 -0.5215
H -7.5863 2.4015 1.2827
H -6.1016 3.3303 0.7608
H -2.7165 0.6214 -2.2115
Cl 5.3756 4.0602 -5.8916
C 4.9909 5.7719 -6.2154
C 5.7213 6.7080 -5.2777
Cl 5.1321 6.5759 -3.6023
H 3.9112 5.8944 -6.1427
H 5.2878 5.9736 -7.2457
H 5.5624 7.7422 -5.5883
H 6.7948 6.5157 -5.2744
Cl -9.6525 -1.2872 3.6193
C -8.3633 -1.6275 4.8019
C -8.6484 -2.8691 5.6186
Cl -10.0243 -2.6438 6.7313
H -8.2472 -0.7483 5.4367
H -7.4410 -1.7614 4.2337
H -7.7811 -3.1136 6.2344
H -8.8648 -3.7273 4.9797
Cl -7.6946 -3.8192 0.4882
C -6.3994 -4.1525 1.6656
C -6.6702 -5.4017 2.4736
Cl -8.0460 -5.1884 3.5859
H -6.2912 -3.2765 2.3063
H -5.4769 -4.2719 1.0948
H -5.8009 -5.6425 3.0875
H -6.8806 -6.2583 1.8323
Cl -0.6340 -0.8449 8.0903
C -2.3587 -0.4048 8.0770
C -2.7629 0.2812 6.7906
Cl -2.0375 1.9033 6.6330
H -2.5533 0.2240 8.9465
H -2.9225 -1.3320 8.1947
H -3.8457 0.4165 6.7679
H -2.4759 -0.3029 5.9171
Cl -1.5098 -4.0748 8.4026
C -0.3248 -4.5151 7.1485
C 0.0926 -5.9667 7.2403
Cl 1.0604 -6.2981 8.6987
H 0.5302 -3.8448 7.2425
H -0.8002 -4.3267 6.1845
H 0.7144 -6.2273 6.3824
H -0.7711 -6.6322 7.2492
Cl -0.3250 -5.2287 -5.2919
C -1.7708 -4.3306 -4.7613
C -2.8334 -5.2439 -4.1905
Cl -3.5673 -6.2863 -5.4361
H -2.1457 -3.7615 -5.6122
H -1.4417 -3.6253 -4.0006
H -3.6408 -4.6481 -3.7615
H -2.4308 -5.8862 -3.4065
Cl 3.1863 9.8763 -4.2684
C 1.6077 9.5887 -5.0431
C 0.9171 8.3594 -4.4938
Cl 1.7574 6.8567 -4.9506
H 1.7688 9.5108 -6.1187
H 0.9965 10.4724 -4.8534
H -0.0943 8.2918 -4.8976
H 0.8474 8.3903 -3.4061
```

## Properties
* HOMO energy: -7.768 eV
* energy: -397616.9143 eV
* SMILES string: C#Cc1c(CCC)c(C[C@@H](C)OCc2ccccc2)c(P(C)C)c2c1C(=O)c1cc(S(C)(=O)=O)c([C@@H](Br)[C@@H](C)Br)cc1C2=O.ClCCCl.ClCCCl.ClCCCl.ClCCCl.ClCCCl.ClCCCl.ClCCCl
* HOMO-LUMO gap: 6.2447 eV

Löwdin population analysis, charges in e, atoms 1 to 6: atom 1 (C): 0.11, atom 2 (C): -0.07, atom 3 (C): -0.06, atom 4 (C): -0.05, atom 5 (C): -0.15, atom 6 (C): -0.22